Record 1
Below is C47H56BClN5O2P2W as an isolated structure, with properties calculated with wB97M-V/def2-TZVPD.

Computed properties:
E_tot = -94773.0502 eV
multiplicity = 3
LUMO (spin up / spin down) = -7.95 / -7.76 eV
gap between HOMO and LUMO (spin up / spin down) = 6.368 / 6.642 eV
M = 1015.1 g mol⁻¹
net charge = +3

The geometry in XYZ format:
```
115
Properties=species:S:1:pos:R:3:forces:R:3
W -0.3124 0.4345 0.1778 1.173 -0.315 -1.129
C 3.2662 2.0619 5.2648 0.042 -0.025 0.009
C 2.0996 2.8082 5.2864 -0.062 0.030 -0.023
C 1.0242 2.4576 4.4760 0.128 0.109 -0.040
C 1.1252 1.3546 3.6344 -0.015 0.065 -0.004
C 2.2946 0.5928 3.6342 0.008 0.019 0.086
C 3.3626 0.9439 4.4421 -0.016 0.011 -0.026
P -0.2630 0.7657 2.6262 -0.174 -0.189 0.276
C -1.7108 1.7464 3.0985 -0.018 0.035 0.016
C -2.8605 1.1783 3.6412 -0.011 0.002 0.008
C -3.9723 1.9718 3.8986 0.023 0.004 -0.002
C -3.9412 3.3292 3.6183 0.008 0.012 -0.010
C -2.7963 3.9031 3.0736 -0.009 -0.030 0.003
C -1.6882 3.1154 2.8075 -0.075 0.021 0.012
C -0.4548 -0.9626 3.1103 0.040 0.019 -0.126
C -0.7227 -1.3239 4.4031 0.014 -0.072 0.141
C -0.8330 -2.6839 4.7616 -0.007 0.086 0.017
C -0.6411 -3.6476 3.8158 0.029 -0.026 -0.035
C -0.3279 -3.3062 2.4748 -0.008 -0.013 0.002
C -0.1038 -4.3186 1.5108 0.008 -0.040 0.026
C 0.1932 -3.9967 0.2171 0.004 0.032 -0.023
C 0.2774 -2.6405 -0.1582 -0.046 0.047 0.060
C 0.0750 -1.5898 0.7215 0.036 -0.158 0.189
C -0.2324 -1.9421 2.0960 0.036 0.010 -0.161
H 4.0948 2.3351 5.9061 -0.028 -0.010 -0.028
H 2.0159 3.6636 5.9445 -0.005 -0.024 -0.018
H 0.1167 3.0438 4.5123 0.024 -0.023 0.057
H 2.3337 -0.3173 3.0517 0.032 -0.085 -0.055
H 4.2607 0.3387 4.4531 -0.032 0.010 0.000
H -2.9042 0.1169 3.8472 0.016 0.009 0.015
H -4.8639 1.5216 4.3174 0.021 0.008 -0.015
H -4.8077 3.9453 3.8261 0.039 -0.024 -0.004
H -2.7669 4.9652 2.8636 0.001 -0.039 0.004
H -0.7968 3.5755 2.3929 -0.032 -0.001 -0.015
H -0.8363 -0.5617 5.1678 -0.028 -0.035 -0.028
H -1.0603 -2.9547 5.7842 0.012 0.018 -0.019
H -0.7142 -4.6968 4.0807 -0.001 0.051 -0.017
H -0.1720 -5.3571 1.8172 -0.010 0.063 -0.013
H 0.3511 -4.7774 -0.5177 -0.012 0.034 0.023
H 0.4907 -2.4290 -1.2049 0.016 -0.004 -0.002
N -3.5768 1.6965 -3.9448 0.065 -0.057 -0.004
C -2.5836 0.5529 -3.8350 -0.050 0.078 -0.001
C -1.7016 0.8442 -2.6247 0.065 -0.117 0.002
N -0.9460 -0.2860 -2.0589 -0.316 0.389 0.320
H -3.9626 1.7883 -4.8862 -0.019 -0.037 -0.043
H -3.1387 2.5909 -3.6864 0.038 0.017 0.026
H -4.3608 1.5649 -3.3013 -0.007 -0.007 0.054
H -2.0358 0.5103 -4.7724 0.026 0.007 -0.044
H -3.1594 -0.3627 -3.7212 -0.055 -0.024 0.000
H -2.3435 1.2245 -1.8311 0.022 -0.005 0.017
H -0.9902 1.6347 -2.8651 0.037 0.008 -0.003
H -0.2352 -0.6302 -2.6931 0.082 0.034 -0.002
H -1.5548 -1.0686 -1.8299 -0.017 -0.050 -0.067
C 5.2849 -1.4533 -0.3290 -0.092 0.076 -0.078
N 4.6380 -1.7509 -1.6988 -0.116 0.034 0.030
C 5.1196 -0.6716 -2.6893 -0.080 0.023 0.098
N 4.8018 0.6235 -2.2031 -0.018 -0.018 0.026
C 5.4128 0.8492 -0.8904 -0.098 -0.073 -0.029
N 4.9590 -0.1378 0.0918 -0.016 0.006 -0.025
C 3.5450 0.0175 0.4357 0.047 0.001 -0.169
P 2.4112 -0.1659 -1.0285 0.194 0.248 0.172
C 3.1340 -1.7892 -1.6003 0.068 0.020 0.065
C 3.3638 0.9074 -2.2129 0.075 -0.222 0.012
H 6.3578 -1.5679 -0.4740 0.040 0.013 -0.008
H 4.9196 -2.2080 0.3644 -0.021 -0.016 0.038
H 4.9672 -2.6621 -2.0219 0.011 -0.026 -0.006
H 4.6393 -0.8783 -3.6435 -0.021 0.003 -0.040
H 6.1961 -0.8070 -2.7800 0.039 0.011 0.014
H 5.1578 1.8476 -0.5410 -0.003 0.009 0.005
H 6.4960 0.7833 -0.9871 0.022 -0.015 -0.007
H 3.3879 0.9913 0.9007 0.001 0.026 0.029
H 3.2632 -0.7408 1.1650 -0.008 -0.025 0.070
H 2.7422 -2.0613 -2.5801 0.020 -0.023 -0.052
H 2.8592 -2.5713 -0.8929 0.021 -0.049 0.013
H 3.1983 1.9478 -1.9536 0.010 0.093 0.005
H 2.9741 0.7723 -3.2237 0.007 0.004 -0.043
Cl -2.1746 3.8683 -1.5727 -0.070 -0.043 0.040
C -0.4897 4.1993 -1.9324 -0.022 0.043 -0.057
C -0.2433 5.2248 -2.8370 -0.004 -0.016 -0.044
C 1.0555 5.6295 -3.0892 -0.014 0.029 0.026
C 2.0969 5.0305 -2.3925 -0.003 -0.030 -0.009
C 1.8228 4.0247 -1.4844 0.131 0.009 -0.060
C 0.5302 3.5405 -1.2453 0.207 -0.265 0.138
C 0.3678 2.4698 -0.2116 -0.491 -0.266 0.074
H -1.0765 5.7213 -3.3175 0.021 -0.006 0.027
H 1.2461 6.4392 -3.7814 -0.013 -0.050 0.003
H 3.1156 5.3686 -2.5375 -0.050 -0.004 0.023
H 2.6364 3.6202 -0.8915 -0.021 0.013 0.019
H -0.6489 2.5575 0.2863 0.060 0.278 -0.054
H 1.1144 2.6331 0.5707 -0.024 0.178 0.119
C -8.5317 1.9008 2.9261 0.011 -0.023 0.022
C -8.2592 1.5689 1.4499 0.012 -0.009 0.021
C -8.3268 2.8668 0.6456 0.000 0.027 -0.044
C -9.3436 0.6127 0.9316 -0.022 0.009 -0.031
C -6.8883 0.8983 1.3421 -0.010 0.028 0.022
C -6.6818 -0.3383 1.9733 0.043 -0.059 0.037
C -5.4584 -0.9978 1.9746 -0.113 -0.043 0.071
C -4.4281 -0.3684 1.3144 0.187 -0.239 0.035
O -3.0985 -0.7548 1.2045 0.068 0.065 -0.125
B -2.4661 0.2747 0.5215 -1.033 0.263 0.377
O -3.4016 1.2391 0.1193 -0.017 -0.094 0.093
C -4.6146 0.8304 0.6791 0.106 0.227 -0.214
C -5.8207 1.4957 0.6675 -0.049 0.057 -0.004
H -9.4980 2.3998 3.0276 0.045 -0.030 -0.014
H -7.7621 2.5683 3.3241 -0.037 -0.025 -0.017
H -8.5555 1.0002 3.5432 0.001 0.043 -0.018
H -9.3320 3.2841 0.7191 0.043 -0.004 -0.002
H -8.1193 2.6974 -0.4154 -0.024 0.012 0.045
H -7.6317 3.6221 1.0249 -0.033 -0.051 -0.022
H -10.3223 1.0916 1.0001 0.038 -0.020 0.000
H -9.3895 -0.3108 1.5113 0.004 0.047 -0.031
H -9.1678 0.3494 -0.1146 -0.008 0.010 0.043
H -7.5069 -0.8031 2.4971 0.015 0.019 -0.015
H -5.3236 -1.9473 2.4777 0.000 0.050 -0.027
H -5.9130 2.4602 0.1848 -0.009 -0.049 0.032
```
Forces are in eV/Å.



Record 2
Below is C2H4N4O as an isolated structure, with properties calculated with wB97M-V/def2-TZVPD.

Computed properties:
E_tot = -10144.1225 eV
LUMO = -0.41 eV
gap between HOMO and LUMO = 7.988 eV
M = 100.1 g mol⁻¹

The geometry in XYZ format:
```
11
Properties=species:S:1:pos:R:3:forces:R:3
C -1.0202 -0.0036 -0.0863 -3.227 -2.785 1.651
C 1.1774 -0.0587 0.0008 2.025 -0.635 -0.226
H -2.2012 -1.4261 0.1816 -0.320 -0.060 -0.153
H 1.1291 2.1149 -0.0160 -0.480 -1.015 0.112
H 2.2418 -1.6029 -0.1549 0.681 2.149 0.388
H 0.0561 -1.8808 0.7261 -0.319 4.400 -3.607
N -0.7724 1.1866 0.0834 1.617 3.681 -0.840
N 0.6355 1.2151 0.0063 1.167 0.510 0.369
N 2.4034 -0.5451 0.0090 -2.471 -0.486 -0.271
N 0.0299 -0.8450 -0.1003 1.061 -5.667 2.755
O -2.2805 -0.4890 -0.0265 0.265 -0.092 -0.177
```
Forces are in eV/Å.